Entry 1:
77
Properties=species:S:1:pos:R:3:mulliken_charge:R:1 method="wB97M-V/def2-TZVPD" e_homo_ev=-7.701 homo_lumo_gap_ha=0.2828 lumo_ev=-0.004 smiles="C=CCc1ccc(N=C=O)c2nccnc12.C[C@@H]1COC(=O)O1.C[C@@H]1COC(=O)O1.C[C@@H]1COC(=O)O1.C[C@@H]1COC(=O)O1"
C 4.799 0.224 -0.861 -0.55
C 4.087 1.262 -1.361 -0.19
C 3.290 2.216 -0.476 -1.39
C 2.341 1.405 0.368 0.47
C 2.722 0.931 1.592 -0.62
C 1.857 0.141 2.372 -0.40
C 0.616 -0.164 1.903 0.13
N -0.280 -0.997 2.685 -0.63
C -0.233 -2.178 2.384 0.68
O -0.234 -3.326 2.177 -0.46
C 0.181 0.311 0.644 0.57
N -1.069 -0.015 0.213 -0.59
C -1.380 0.428 -0.967 -0.28
C -0.496 1.204 -1.752 -0.51
N 0.690 1.563 -1.365 -0.45
C 1.049 1.104 -0.133 0.52
H 4.585 -0.787 -1.192 0.13
H 5.569 0.357 -0.107 0.24
H 4.077 1.398 -2.440 0.42
H 2.747 2.898 -1.119 0.47
H 3.998 2.748 0.165 0.46
H 3.721 1.169 1.925 0.41
H 2.198 -0.237 3.325 0.51
H -2.355 0.184 -1.360 0.53
H -0.827 1.524 -2.732 0.47
C 8.217 -3.053 -4.791 -1.57
C 7.144 -2.158 -4.227 0.88
C 6.380 -1.356 -5.255 -0.49
O 5.998 -0.194 -4.504 -0.34
C 6.914 -0.024 -3.517 0.65
O 6.985 0.942 -2.832 -0.52
O 7.716 -1.107 -3.418 -0.35
H 8.678 -3.639 -3.997 0.33
H 7.797 -3.739 -5.526 0.37
H 9.005 -2.460 -5.258 0.42
H 6.466 -2.737 -3.602 0.02
H 5.499 -1.872 -5.628 0.33
H 7.000 -1.041 -6.099 0.29
C -5.812 1.013 2.111 -1.40
C -6.031 1.519 0.707 0.66
C -6.657 0.521 -0.238 -0.46
O -6.114 0.931 -1.506 -0.34
C -4.937 1.546 -1.269 0.65
O -4.140 1.837 -2.105 -0.55
O -4.774 1.782 0.052 -0.35
H -5.412 1.804 2.746 0.32
H -6.750 0.663 2.539 0.34
H -5.086 0.199 2.115 0.40
H -6.602 2.449 0.719 0.17
H -7.739 0.567 -0.253 0.25
H -6.335 -0.505 -0.040 0.33
C -10.566 4.785 4.036 -1.45
C -10.524 3.446 3.345 0.46
C -9.454 2.502 3.848 -0.47
O -9.172 1.717 2.680 -0.28
C -9.475 2.471 1.596 0.64
O -9.184 2.190 0.478 -0.52
O -10.147 3.583 1.961 -0.34
H -11.394 5.384 3.661 0.36
H -10.691 4.657 5.111 0.37
H -9.649 5.343 3.845 0.36
H -11.508 2.971 3.376 0.25
H -9.792 1.865 4.661 0.33
H -8.541 3.021 4.149 0.30
C 4.844 -2.471 1.358 -1.24
C 4.945 -3.731 0.536 0.48
C 6.012 -4.704 0.985 -0.54
O 6.360 -5.362 -0.241 -0.35
C 6.089 -4.510 -1.254 0.57
O 6.428 -4.671 -2.383 -0.54
O 5.379 -3.448 -0.810 -0.20
H 4.020 -1.847 1.012 0.10
H 4.676 -2.714 2.408 0.45
H 5.756 -1.879 1.266 0.35
H 3.970 -4.222 0.475 0.26
H 5.654 -5.426 1.714 0.32
H 6.901 -4.203 1.377 0.32


Entry 2:
58
Properties=species:S:1:pos:R:3:mulliken_charge:R:1 method="wB97M-V/def2-TZVPD" e_homo_ev=-10.877 total_charge=+1 homo_lumo_gap_ha=0.2587 de_lowest_kcal_mol=0.0 lumo_ev=-3.837
Hf 0.194 0.314 -0.744 0.84
C 0.506 4.864 0.159 -1.84
C 0.136 3.474 -0.234 0.97
N 0.873 2.441 -0.026 0.61
N 2.071 2.634 0.617 -1.63
C 3.000 1.826 0.171 0.66
N 4.217 1.915 0.742 -0.42
S 2.803 0.683 -1.115 -0.48
C -1.129 3.220 -0.955 0.64
C -2.046 4.221 -1.222 -1.00
C -3.193 3.914 -1.941 -0.42
C -3.391 2.618 -2.376 -1.12
C -2.435 1.666 -2.067 0.03
N -1.331 1.951 -1.371 0.02
H 1.535 4.895 0.500 0.38
H -0.143 5.202 0.971 0.37
H 0.375 5.547 -0.680 0.45
H 4.408 2.700 1.344 0.25
H 4.990 1.438 0.314 0.23
H -1.873 5.229 -0.879 0.44
H -3.918 4.687 -2.159 0.44
H -4.263 2.335 -2.946 0.42
H -2.544 0.640 -2.390 0.53
C 2.084 -3.773 0.168 -1.90
C 1.535 -2.386 0.138 1.32
N 1.099 -1.800 -0.927 1.06
N 1.245 -2.490 -2.095 -1.72
C 0.750 -1.892 -3.138 0.68
N 0.857 -2.507 -4.326 -0.42
S -0.074 -0.346 -3.168 -0.60
C 1.478 -1.610 1.390 0.22
C 1.892 -2.146 2.605 -0.84
C 1.793 -1.380 3.752 -0.69
C 1.277 -0.097 3.665 -0.99
C 0.887 0.372 2.427 -0.20
N 0.988 -0.360 1.313 1.00
H 1.968 -4.246 -0.800 0.41
H 1.563 -4.363 0.923 0.38
H 3.145 -3.753 0.427 0.38
H 1.353 -3.381 -4.376 0.23
H 0.545 -2.060 -5.167 0.21
H 2.285 -3.150 2.651 0.53
H 2.110 -1.783 4.704 0.45
H 1.176 0.536 4.535 0.47
H 0.487 1.371 2.316 0.47
C -1.959 -3.129 -0.210 -1.53
C -1.779 -2.044 0.853 1.43
C -2.946 -2.083 1.839 -1.76
C -1.628 -0.674 0.195 -0.98
H -1.963 -4.125 0.237 0.39
H -1.173 -3.096 -0.966 0.20
H -2.915 -2.998 -0.724 0.42
H -0.873 -2.282 1.423 -0.14
H -3.883 -1.842 1.331 0.36
H -2.807 -1.358 2.643 0.41
H -3.056 -3.072 2.290 0.42
H -2.416 -0.591 -0.570 0.48
H -1.886 0.122 0.927 0.46


Entry 3:
87
Properties=species:S:1:pos:R:3:mulliken_charge:R:1 method="wB97M-V/def2-TZVPD" e_homo_ev=-7.736 homo_lumo_gap_ha=0.2751 de_lowest_kcal_mol=75.1 lumo_ev=-0.251 smiles="CCOCCOC(=O)OC[C@@H](O)C(F)(F)F.CN(C)P(=O)(N(C)C)N(C)C.CN(C)P(=O)(N(C)C)N(C)C"
C -3.486 8.495 -3.544 -0.81
C -3.314 9.483 -4.738 -0.28
O -3.405 8.818 -5.994 -0.40
C -2.157 8.355 -6.481 -0.49
C -2.050 6.805 -6.530 -0.51
O -0.952 6.413 -5.669 -0.27
C -1.259 5.384 -4.838 0.53
O -2.129 5.486 -4.070 -0.46
O -0.595 4.210 -4.918 -0.22
C 0.816 4.348 -5.112 -1.14
C 1.655 3.913 -3.899 0.62
O 3.027 4.007 -4.312 -0.58
C 1.491 4.840 -2.655 0.87
F 2.700 5.167 -2.194 -0.30
F 0.893 5.997 -2.919 -0.29
F 0.892 4.192 -1.665 -0.22
H -4.139 8.903 -2.762 0.39
H -3.988 7.609 -3.962 0.20
H -2.525 8.153 -3.140 0.17
H -2.393 10.074 -4.617 0.29
H -4.181 10.160 -4.697 0.31
H -2.001 8.787 -7.486 0.35
H -1.309 8.722 -5.877 0.30
H -1.761 6.522 -7.555 0.28
H -2.997 6.312 -6.288 0.41
H 1.093 3.671 -5.939 0.37
H 1.146 5.354 -5.414 0.59
H 1.521 2.859 -3.629 -0.04
H 3.023 4.351 -5.216 0.36
C -2.790 -1.888 -0.501 -1.03
N -1.474 -1.964 -1.095 0.12
C -1.133 -3.269 -1.642 -1.07
P -0.297 -0.719 -1.215 0.85
O -0.208 -0.687 -2.731 -0.85
N -0.991 0.847 -1.030 0.29
C -2.176 1.163 -0.255 -1.06
C -0.907 1.755 -2.167 -1.01
N -0.017 -0.734 0.522 0.11
C 1.117 0.160 0.878 -1.08
C 0.282 -2.033 1.154 -1.05
H -2.771 -1.428 0.492 0.33
H -3.216 -2.880 -0.340 0.45
H -3.489 -1.337 -1.139 0.26
H -0.520 -3.848 -0.936 0.26
H -0.565 -3.176 -2.571 0.30
H -2.018 -3.861 -1.875 0.46
H -3.096 0.907 -0.793 0.31
H -2.213 2.235 -0.036 0.35
H -2.180 0.675 0.719 0.30
H -1.654 1.513 -2.933 0.35
H 0.079 1.717 -2.621 0.03
H -1.061 2.789 -1.857 0.42
H 2.060 -0.204 0.460 0.36
H 1.221 0.234 1.962 0.38
H 0.957 1.172 0.511 0.28
H 1.108 -2.552 0.661 0.36
H -0.586 -2.688 1.165 0.25
H 0.545 -1.892 2.203 0.28
C 3.874 -5.002 5.586 -1.02
N 2.576 -4.473 5.231 0.19
C 2.450 -3.031 5.384 -0.77
P 1.199 -5.335 4.670 0.84
O 1.071 -4.636 3.330 -0.73
N 1.630 -6.879 4.043 0.13
C 2.765 -7.679 4.464 -1.05
C 1.369 -7.123 2.628 -1.00
N 0.968 -6.102 6.239 -0.10
C -0.293 -6.893 6.255 -1.15
C 0.907 -5.228 7.423 -1.01
H 3.802 -5.867 6.251 0.33
H 4.467 -4.272 6.141 0.44
H 4.453 -5.278 4.698 0.24
H 1.962 -2.772 6.336 0.28
H 1.852 -2.594 4.581 -0.01
H 3.417 -2.529 5.362 0.45
H 3.701 -7.326 4.017 0.29
H 2.631 -8.721 4.159 0.37
H 2.874 -7.713 5.546 0.28
H 2.126 -6.652 1.990 0.30
H 0.390 -6.746 2.339 0.30
H 1.359 -8.195 2.415 0.33
H -1.171 -6.250 6.148 0.36
H -0.381 -7.455 7.187 0.41
H -0.314 -7.624 5.448 0.33
H 0.168 -4.430 7.310 0.36
H 1.875 -4.782 7.644 0.28
H 0.648 -5.812 8.307 0.37


Entry 4:
9
Properties=species:S:1:pos:R:3:lowdin_spin:R:1 method="wB97M-V/def2-TZVPD" spin_multiplicity=7 e_homo_ev="-7.124 / -7.451" homo_lumo_gap_ha="0.2004 / 0.2137" lumo_ev="-1.671 / -1.636"
C 2.175 -1.826 -0.449 0.01
O 1.948 -0.633 -0.570 0.00
H 1.801 -2.397 0.418 0.00
H 2.845 -2.338 -1.160 0.00
O -3.532 1.729 0.649 0.00
C -2.330 1.524 0.438 0.00
O -1.588 2.280 -0.347 -0.02
O -1.649 0.541 0.998 -0.02
Sm 0.331 1.121 0.024 6.04


Entry 5:
42
Properties=species:S:1:pos:R:3:mulliken_charge:R:1 method="wB97M-V/def2-TZVPD" e_homo_ev=-5.541 total_charge=-1 homo_lumo_gap_ha=0.2829 lumo_ev=2.156
C 4.102 3.446 0.330 -0.53
O 4.132 2.625 -0.839 -0.34
C 2.837 2.394 -1.395 -0.30
C 2.340 0.898 -1.273 -0.47
C 2.422 0.376 0.225 -0.09
Al 0.701 -0.412 0.971 -0.27
N 0.376 -2.047 0.001 -0.48
C -0.965 0.757 0.776 0.12
I -2.873 -0.254 0.350 -0.07
C -1.030 2.137 0.908 -0.05
C 0.248 2.959 1.261 -0.84
I -2.890 3.211 0.674 -0.04
P 0.996 -0.943 3.255 0.75
O -0.209 -1.626 3.880 -0.64
O 1.398 0.500 4.104 -0.55
O 2.377 -1.950 3.419 -0.51
H 3.198 4.096 0.422 0.25
H 4.990 4.145 0.265 0.24
H 4.290 2.810 1.243 0.20
H 2.024 3.050 -0.992 0.02
H 2.916 2.636 -2.498 0.31
H 1.324 0.728 -1.712 0.28
H 3.063 0.290 -1.894 0.28
H 2.837 1.136 0.951 -0.30
H 3.183 -0.466 0.226 0.38
H -0.557 -2.046 -0.417 0.10
H 1.010 -2.013 -0.810 0.22
H -0.022 3.599 2.155 0.43
H 0.454 3.677 0.428 0.29
H 1.122 2.344 1.574 0.04
H 2.096 0.938 3.590 0.31
H 3.068 -1.492 2.912 0.32
N -4.390 -2.550 -2.002 0.17
C -5.027 -3.320 -1.069 -0.26
C -5.508 -4.439 -1.701 -0.51
C -5.141 -4.343 -3.067 -0.36
C -4.449 -3.168 -3.221 -0.53
H -3.944 -1.665 -1.819 0.04
H -5.085 -3.005 -0.039 0.30
H -6.061 -5.239 -1.233 0.37
H -5.358 -5.055 -3.849 0.38
H -3.996 -2.718 -4.090 0.36


Entry 6:
20
Properties=species:S:1:pos:R:3:mulliken_charge:R:1 method="wB97M-V/def2-TZVPD" e_homo_ev="-8.422 / -8.424" homo_lumo_gap_ha="0.2982 / 0.2982" de_lowest_kcal_mol=144.7 lumo_ev="-0.307 / -0.309"
C 1.538 -0.083 -1.355 -0.15
C 0.460 0.980 1.439 1.00
C -1.579 0.346 -0.591 0.63
C 2.044 1.127 -0.675 -0.49
C 1.670 1.065 0.875 -1.01
C -0.591 -0.744 -0.442 0.06
N 0.534 -0.884 -1.160 -0.52
N -2.867 0.141 -0.211 -0.47
N -0.835 -1.724 0.394 0.78
O -1.842 -2.070 1.032 -0.79
O -0.414 1.054 2.244 -0.41
O -1.241 1.392 -1.087 -0.60
O 0.368 -2.372 0.601 -0.45
H 2.239 -0.521 -1.995 0.47
H 3.020 1.280 -0.918 0.49
H 1.333 1.988 -1.058 0.19
H 2.409 1.682 1.389 0.37
H 0.203 -3.150 1.180 0.38
H -3.187 -0.555 0.371 0.24
H -3.264 1.048 -0.034 0.26


Entry 7:
65
Properties=species:S:1:pos:R:3:mulliken_charge:R:1 method="wB97M-V/def2-TZVPD" e_homo_ev=-8.791 homo_lumo_gap_ha=0.3014 lumo_ev=-0.591 smiles="COCCCCCCCCC1=C(CCc2ccccc2)C(=O)C=CC1=O.CCO"
C -6.443 1.229 1.058 -0.72
O -6.797 0.715 2.324 -0.37
C -6.931 -0.693 2.342 -0.61
C -5.596 -1.443 2.302 -0.80
C -4.482 -0.763 3.094 -0.28
C -3.153 -1.533 2.994 -0.80
C -1.898 -0.659 3.162 -0.81
C -0.689 -1.095 2.314 -0.01
C 0.557 -1.398 3.146 -0.94
C 1.832 -1.633 2.315 -1.17
C 2.204 -0.466 1.445 0.26
C 1.909 -0.322 0.142 0.90
C 1.228 -1.407 -0.664 0.01
C 1.360 -1.362 -2.191 -1.60
C 0.419 -0.453 -2.945 0.61
C 0.898 0.409 -3.927 -0.18
C 0.037 1.227 -4.643 -0.73
C -1.326 1.192 -4.384 -0.41
C -1.818 0.326 -3.417 -0.68
C -0.953 -0.493 -2.707 -0.32
C 2.268 0.998 -0.472 0.27
O 1.545 1.576 -1.248 -0.57
C 3.534 1.625 0.010 -0.44
C 3.852 1.462 1.291 -0.71
C 2.939 0.646 2.140 0.41
O 2.812 0.860 3.325 -0.58
H -5.752 0.570 0.524 0.28
H -5.951 2.188 1.208 0.24
H -7.333 1.380 0.437 0.31
H -7.469 -0.929 3.262 0.36
H -7.558 -1.015 1.500 0.36
H -5.267 -1.570 1.267 0.36
H -5.761 -2.443 2.711 0.34
H -4.784 -0.715 4.144 0.25
H -4.342 0.257 2.737 0.32
H -3.111 -2.012 2.012 0.43
H -3.150 -2.319 3.751 0.24
H -1.605 -0.632 4.214 0.39
H -2.166 0.366 2.896 0.36
H -0.459 -0.314 1.586 0.06
H -0.948 -1.999 1.752 0.25
H 0.369 -2.319 3.708 0.37
H 0.735 -0.602 3.867 0.47
H 1.711 -2.540 1.723 0.40
H 2.652 -1.796 3.019 0.42
H 1.691 -2.339 -0.333 0.41
H 0.175 -1.473 -0.380 -0.11
H 2.393 -1.155 -2.476 0.45
H 1.149 -2.378 -2.542 0.47
H 1.966 0.432 -4.103 0.37
H 0.440 1.897 -5.391 0.36
H -1.999 1.836 -4.935 0.38
H -2.883 0.293 -3.224 0.40
H -1.362 -1.169 -1.965 0.38
H 4.133 2.209 -0.675 0.47
H 4.716 1.910 1.764 0.45
C 7.593 1.862 -3.841 -1.15
C 6.275 2.076 -3.123 -0.08
O 6.333 1.679 -1.753 -0.48
H 7.893 0.816 -3.780 0.29
H 7.515 2.143 -4.891 0.35
H 8.383 2.465 -3.386 0.33
H 5.493 1.464 -3.571 0.18
H 5.964 3.123 -3.198 0.29
H 7.011 2.206 -1.320 0.27


Entry 8:
31
Properties=species:S:1:pos:R:3:lowdin_spin:R:1 method="wB97M-V/def2-TZVPD" spin_multiplicity=3 e_homo_ev="-2.694 / -4.250" total_charge=-1 homo_lumo_gap_ha="0.2118 / 0.2533" de_lowest_kcal_mol=2.4 lumo_ev="3.070 / 2.644"
Pt -0.835 -1.256 -0.693 0.98
C 1.489 0.167 -0.492 0.15
C 1.167 -0.715 0.537 0.05
C -0.078 -0.261 1.125 0.09
C -0.434 0.977 0.491 0.13
C 0.476 1.192 -0.540 0.17
C 0.425 2.257 -1.591 0.02
C -1.609 1.812 0.890 0.01
C -0.642 -0.751 2.421 0.01
C 2.005 -1.824 1.093 0.00
C 2.617 0.060 -1.465 0.02
H 1.320 2.887 -1.563 0.01
H -0.445 2.903 -1.472 0.00
H 0.373 1.819 -2.593 0.01
H -1.460 2.235 1.890 0.00
H -2.529 1.226 0.912 0.00
H -1.768 2.640 0.198 0.00
H -0.226 -0.195 3.273 0.01
H -0.417 -1.808 2.566 0.00
H -1.727 -0.637 2.439 0.00
H 2.369 -1.566 2.094 0.00
H 2.872 -2.019 0.462 0.00
H 1.447 -2.759 1.161 0.00
H 3.267 0.942 -1.421 0.01
H 2.251 -0.020 -2.494 0.01
H 3.231 -0.819 -1.272 0.00
F -3.448 -1.559 -2.042 0.02
C -2.831 -0.798 -1.090 0.08
F -3.055 0.494 -1.523 0.02
F -3.650 -0.910 0.016 0.01
I -0.154 -3.713 -1.316 0.20


Entry 9:
53
Properties=species:S:1:pos:R:3:mulliken_charge:R:1 method="wB97M-V/def2-TZVPD" e_homo_ev=-9.995 total_charge=+1 homo_lumo_gap_ha=0.2027 de_lowest_kcal_mol=54.0 lumo_ev=-4.478
C -5.333 -0.991 2.239 -0.85
N -3.900 -0.752 2.275 0.17
C -2.949 -1.528 1.695 -1.24
C -1.668 -1.001 1.986 0.94
C -0.466 -1.579 1.558 -0.03
C 0.806 -1.005 1.814 0.36
C 1.191 0.341 1.639 -1.30
N 2.480 0.514 2.054 0.29
C 3.183 1.783 2.121 -0.89
C 3.005 -0.713 2.478 0.54
C 1.994 -1.693 2.321 0.25
C 2.190 -2.960 2.873 -0.23
C 3.412 -3.233 3.517 -0.76
C 4.404 -2.248 3.646 -0.63
C 4.206 -0.952 3.137 -0.95
C -1.896 0.193 2.811 0.83
C -3.303 0.325 2.933 0.39
C -3.940 1.311 3.673 -0.99
C -3.115 2.231 4.338 -0.66
C -1.717 2.096 4.290 -0.94
C -1.110 1.048 3.574 -0.10
H -5.827 -0.178 2.785 0.25
H -5.692 -0.999 1.203 0.34
H -5.595 -1.946 2.714 0.34
H -3.195 -2.442 1.166 0.59
H -0.519 -2.582 1.132 0.52
H 0.573 1.168 1.303 0.58
H 4.180 1.593 2.530 0.29
H 3.268 2.213 1.115 0.33
H 2.650 2.492 2.770 0.33
H 1.387 -3.697 2.818 0.43
H 3.597 -4.223 3.937 0.40
H 5.343 -2.481 4.150 0.39
H 4.942 -0.160 3.230 0.28
H -5.030 1.364 3.703 0.23
H -3.571 3.049 4.896 0.40
H -1.102 2.817 4.826 0.41
H -0.038 0.895 3.635 0.55
C 1.042 -2.024 -1.264 -0.56
N 0.020 -2.300 -2.249 -0.58
N -1.313 -2.550 -1.911 0.42
C -2.214 -1.839 -2.829 -1.13
C -1.591 -3.994 -1.902 -0.98
H 2.002 -2.058 -1.791 0.38
H 0.933 -1.023 -0.827 0.23
H 1.055 -2.759 -0.450 0.09
H 0.078 -1.694 -3.062 0.29
H -3.233 -1.891 -2.450 0.29
H -1.902 -0.788 -2.874 0.39
H -2.202 -2.257 -3.850 0.35
H -2.577 -4.173 -1.454 0.33
H -1.600 -4.421 -2.923 0.32
H -0.814 -4.492 -1.316 0.28